{"formula": "C4H5N3", "method": "wB97M-V/def2-TZVPD", "largest_force_ev_per_a": 7.5, "smiles": "N/N=C1\\C=CN=C1", "gap_ev": 8.2, "lumo_ev": -0.46, "multiplicity": 1, "energy_ha": -319.54688, "e_homo_ha": -0.317, "e_above_lowest_ev": 4.499, "species": ["C", "C", "C", "C", "H", "H", "H", "H", "H", "N", "N", "N"], "positions_angstrom": [[0.01326, -0.24282, 0.04952], [1.10849, 0.66935, 0.34900], [0.71073, 1.72015, -0.49796], [-0.86686, 0.30859, -1.08216], [-0.53788, -2.94842, 1.78277], [0.75990, -1.66092, 2.15331], [1.93666, 0.86492, 1.05550], [1.29472, 2.57601, -0.89159], [-1.68146, -0.25682, -1.64348], [-0.14939, -2.09691, 1.53660], [-0.49474, -1.41469, 0.37363], [-0.43668, 1.61067, -1.24836]]}

{"formula": "C10H10N2O4Sr", "method": "wB97M-V/def2-TZVPD", "largest_force_ev_per_a": 5.6, "total_charge": 2, "gap_ev": 7.3, "lumo_ev": -7.90, "multiplicity": 1, "energy_ha": -827.67566, "e_homo_ha": -0.558, "e_above_lowest_ev": 0.000, "species": ["Sr", "O", "C", "C", "O", "C", "O", "C", "O", "C", "H", "H", "C", "H", "H", "C", "C", "N", "C", "C", "N", "H", "H", "H", "H", "H", "H"], "positions_angstrom": [[0.02341, -0.08766, -1.59861], [0.40324, 3.73978, -0.69051], [0.28578, 2.72551, -1.21993], [-0.17973, -2.82984, -0.96063], [-0.32059, -3.96454, -0.84030], [2.43301, -0.23295, -0.58368], [3.35402, -0.24269, 0.11264], [-2.45431, 0.02745, -0.73131], [-3.37012, 0.01812, -0.03449], [0.10286, 0.62850, -4.16013], [-0.78716, 1.28239, -4.24485], [1.05049, 1.19804, -4.22108], [0.03971, -0.72737, -4.11885], [0.93454, -1.37386, -4.11081], [-0.91182, -1.28756, -4.12863], [-0.45328, 1.94097, 2.41384], [-0.13099, 0.49556, 2.32435], [0.12423, -0.32339, 1.29246], [0.39487, -1.57969, 1.84011], [0.26243, -1.51244, 3.19444], [-0.05482, -0.20572, 3.48168], [-1.44753, 2.06090, 2.87261], [0.28336, 2.41413, 3.08105], [-0.41966, 2.43058, 1.44135], [0.65464, -2.45165, 1.25055], [0.38079, -2.29447, 3.91521], [-0.19739, 0.15190, 4.42353]]}

{"formula": "C3H9N", "method": "wB97M-V/def2-TZVPD", "largest_force_ev_per_a": 4.5, "smiles": "CCCN", "gap_ev": 10.0, "lumo_ev": 1.25, "multiplicity": 1, "energy_ha": -174.39357, "e_homo_ha": -0.320, "e_above_lowest_ev": 1.618, "species": ["C", "C", "C", "N", "H", "H", "H", "H", "H", "H", "H", "H", "H"], "positions_angstrom": [[0.73462, -0.66175, 0.32452], [-0.23066, 0.47546, 0.40201], [-1.76121, 0.41759, 0.15295], [1.69709, -0.26646, -0.83151], [0.34216, -1.67412, 0.21526], [1.41784, -0.72171, 1.12628], [0.20413, 1.24065, -0.25404], [-0.00536, 1.02091, 1.41095], [-2.36459, 1.18816, -0.34200], [-2.29905, 0.23660, 1.05705], [-1.88626, -0.48798, -0.49205], [1.38863, -0.26609, -1.86578], [2.76267, -0.50126, -0.90363]]}

{"formula": "C4H11NO", "method": "wB97M-V/def2-TZVPD", "largest_force_ev_per_a": 2.6, "gap_ev": 4.4, "lumo_ev": -3.45, "multiplicity": 1, "energy_ha": -288.73212, "e_homo_ha": -0.290, "e_above_lowest_ev": 7.752, "species": ["C", "N", "C", "C", "C", "H", "H", "H", "H", "H", "H", "H", "H", "H", "H", "H", "O"], "positions_angstrom": [[0.48020, 1.16399, 1.22443], [0.92772, 1.04408, -1.63342], [0.06217, 0.02830, -1.39160], [0.52607, -0.88896, -0.22139], [0.16555, -0.30416, 1.11868], [1.43860, 1.40839, 0.74995], [0.44283, 1.47451, 2.26503], [1.33313, 0.97457, -2.57544], [-0.94651, 0.42707, -1.12134], [-0.11031, -0.54933, -2.31573], [1.60550, -1.06942, -0.30332], [-0.12578, -1.73481, -0.43215], [-1.01993, -0.53256, 1.09813], [0.56279, -0.87106, 1.95284], [-2.97923, -1.31997, 0.63550], [-0.22875, 1.84864, 0.73241], [-2.13405, -1.09927, 0.21742]]}

{"formula": "C4H6INO", "method": "wB97M-V/def2-TZVPD", "largest_force_ev_per_a": 4.6, "gap_ev": [7.6, 6.9], "lumo_ev": [0.61, -2.79], "s_squared": 2.007, "multiplicity": 3, "energy_ha": -583.50917, "e_homo_ha": [-0.256, -0.356], "e_above_lowest_ev": 0.725, "species": ["C", "C", "C", "C", "N", "O", "I", "H", "H", "H", "H", "H", "H"], "positions_angstrom": [[0.53149, 0.62383, -0.97614], [-1.25918, 1.91379, 0.25575], [-1.63355, 0.37912, -1.55733], [-0.77488, 0.91118, -0.67900], [1.62034, 0.68304, -1.34883], [0.71712, -0.72421, 1.47115], [2.48510, -1.20484, 2.08666], [-2.42534, 1.78492, 0.21883], [-0.71804, 1.89189, 1.19086], [-0.93339, 2.81612, -0.20792], [-2.61685, 0.74320, -1.57645], [0.26217, -0.24916, 2.18527], [-1.23668, -0.38918, -2.13706]]}

{"formula": "CH2N2O2S", "method": "wB97M-V/def2-TZVPD", "largest_force_ev_per_a": 3.1, "gap_ev": 9.6, "lumo_ev": 0.05, "multiplicity": 1, "energy_ha": -697.39868, "e_homo_ha": -0.353, "e_above_lowest_ev": 4.143, "species": ["C", "N", "N", "O", "O", "S", "H", "H"], "positions_angstrom": [[0.11653, 0.13015, -0.22727], [0.96440, 0.45972, -1.13348], [1.33879, 0.88200, -2.10191], [-2.20826, -0.48515, -1.91991], [-0.85078, 1.47280, -2.52512], [-1.70382, 0.81723, -1.54596], [-0.06026, -0.92574, -0.09022], [0.13101, 0.73035, 0.67074]]}

{"formula": "C4H5NO3", "method": "wB97M-V/def2-TZVPD", "largest_force_ev_per_a": 4.4, "smiles": "O=C1NO1.C=CC=O", "gap_ev": 9.8, "lumo_ev": -0.39, "multiplicity": 1, "energy_ha": -435.73931, "e_homo_ha": -0.375, "e_above_lowest_ev": 4.930, "species": ["C", "C", "C", "C", "N", "O", "O", "O", "H", "H", "H", "H", "H"], "positions_angstrom": [[1.90519, 1.27419, -1.08894], [-2.31139, 0.16075, 1.18534], [-1.08020, -0.25739, 0.94901], [-0.65446, -1.22725, -0.09651], [2.55325, 0.22833, -0.54524], [1.20146, 2.22130, -0.95861], [0.51643, -1.50356, -0.28324], [2.76258, 0.75973, -1.93570], [-2.28874, 1.10778, 1.78245], [-3.09458, -0.36971, 0.67777], [-0.26374, 0.09802, 1.38312], [-1.47168, -1.72054, -0.67807], [2.22589, -0.77164, -0.39139]]}

Q: The highest multiplicity belongs to which entry?
A: C4H6INO

Copy entry 3 word for word.
{"formula": "C3H9N", "method": "wB97M-V/def2-TZVPD", "largest_force_ev_per_a": 4.5, "smiles": "CCCN", "gap_ev": 10.0, "lumo_ev": 1.25, "multiplicity": 1, "energy_ha": -174.39357, "e_homo_ha": -0.320, "e_above_lowest_ev": 1.618, "species": ["C", "C", "C", "N", "H", "H", "H", "H", "H", "H", "H", "H", "H"], "positions_angstrom": [[0.73462, -0.66175, 0.32452], [-0.23066, 0.47546, 0.40201], [-1.76121, 0.41759, 0.15295], [1.69709, -0.26646, -0.83151], [0.34216, -1.67412, 0.21526], [1.41784, -0.72171, 1.12628], [0.20413, 1.24065, -0.25404], [-0.00536, 1.02091, 1.41095], [-2.36459, 1.18816, -0.34200], [-2.29905, 0.23660, 1.05705], [-1.88626, -0.48798, -0.49205], [1.38863, -0.26609, -1.86578], [2.76267, -0.50126, -0.90363]]}